CHIOS2 | ωB97M-V/def2-TZVPD

The calculation puts the LUMO energy (alpha / beta) at -1.63 / -2.88 eV. The total energy is -1207.80454 a.u. As for the spin multiplicity: 3. The expectation value of S² is 2.03. For the HOMO energy (alpha / beta), the calculation gives -0.3030 / -0.3567 hartree. The value obtained for the frontier orbital gap (alpha / beta) is 6.6 / 6.8 eV. The value obtained for the molar mass is 220.1 g/mol.

XYZ file:
```
6
Properties=species:S:1:pos:R:3:mulliken_charge:R:1
C 0.587 0.158 -0.629 -0.428
O 0.621 -1.927 0.899 -0.419
S 3.468 -1.665 1.079 -0.210
S 1.610 -0.999 0.555 0.534
I 1.569 2.020 -0.406 0.165
H -0.530 0.269 -0.412 0.358
```

***

C2H6FO2PS | ωB97M-V/def2-TZVPD

The calculation puts the LUMO energy at -0.83 eV. The total energy is -1069.66104 a.u. For the HOMO energy, the calculation gives -0.3805 hartree. The value obtained for the frontier orbital gap is 9.5 eV. The value obtained for the molar mass is 144.1 g/mol.

XYZ file:
```
13
Properties=species:S:1:pos:R:3:mulliken_charge:R:1
C -0.789 -1.977 -0.246 -0.631
C -0.087 2.100 0.080 -0.734
O 0.573 -1.697 -0.623 -0.246
O -0.016 0.797 -0.452 -0.215
F 0.116 -0.447 1.938 -0.624
P 1.092 -0.302 -0.123 0.863
S 2.865 0.369 -0.403 -0.288
H -0.904 -2.908 -0.636 0.268
H -1.588 -1.337 -0.761 0.212
H -0.739 -1.775 0.769 0.446
H 0.066 1.977 1.107 0.368
H -1.081 2.526 -0.137 0.236
H 0.490 2.672 -0.512 0.344
```

***

C29H34BaCl3FI2N4O3 | ωB97M-V/def2-TZVPD

Its charge is +2. The calculation puts the LUMO energy at -4.81 eV. The total energy is -3671.12980 a.u. For the HOMO energy, the calculation gives -0.4644 hartree. The value obtained for the frontier orbital gap is 7.8 eV. The value obtained for the molar mass is 1003.1 g/mol.

XYZ file:
```
77
Properties=species:S:1:pos:R:3:mulliken_charge:R:1
Ba 2.950 -0.303 -0.932 1.171
C 7.418 0.199 2.689 -1.481
C 6.244 0.416 1.728 0.518
C 6.519 1.600 0.806 -1.636
C 5.920 -0.867 0.982 0.474
C 6.364 -1.127 -0.312 -0.308
C 6.115 -2.354 -0.929 -0.918
C 5.386 -3.354 -0.294 0.721
C 5.105 -4.672 -0.972 -1.397
C 4.949 -3.097 1.009 -0.863
C 5.230 -1.890 1.633 -0.464
H 7.639 1.113 3.246 0.427
H 8.315 -0.083 2.130 0.356
H 7.210 -0.597 3.408 0.361
H 5.365 0.658 2.334 0.203
H 7.454 1.470 0.253 0.363
H 6.616 2.518 1.389 0.428
H 5.723 1.762 0.075 0.306
H 6.958 -0.389 -0.843 0.242
H 6.521 -2.544 -1.916 0.663
H 5.753 -4.820 -1.836 0.361
H 4.072 -4.723 -1.325 0.188
H 5.260 -5.509 -0.288 0.411
H 4.409 -3.869 1.551 0.401
H 4.919 -1.736 2.663 0.698
I 4.241 -1.647 -3.993 0.146
C 2.219 -2.225 -4.193 -0.805
I 1.384 -2.972 -2.392 0.114
H 2.170 -3.014 -4.927 0.497
H 1.649 -1.349 -4.466 0.336
C -3.707 3.413 -3.211 -1.003
C -2.971 3.692 -1.914 -1.069
N -2.136 2.557 -1.473 0.181
C -0.834 2.538 -1.849 0.162
C 0.019 1.550 -1.516 0.062
C 1.470 1.417 -1.871 -0.347
O 1.772 0.587 -2.761 -0.608
O 2.322 1.894 -1.065 -0.826
C -0.406 0.475 -0.670 1.656
O 0.409 -0.393 -0.281 -0.719
C -1.820 0.460 -0.322 0.471
C -2.354 -0.583 0.442 -0.756
C -3.672 -0.585 0.771 0.508
F -4.165 -1.577 1.539 -0.335
C -4.547 0.426 0.344 -1.458
C -4.023 1.454 -0.416 -0.426
C -2.658 1.501 -0.736 0.036
N -5.931 0.402 0.642 0.224
C -6.582 -0.814 1.129 -0.724
C -8.102 -0.600 1.052 -0.747
N -8.386 0.425 -0.021 -0.162
C -7.894 1.800 0.402 -0.734
C -6.579 1.604 1.154 -0.712
H -4.301 4.282 -3.500 0.383
H -4.374 2.552 -3.120 0.304
H -3.001 3.203 -4.018 0.345
H -3.650 3.948 -1.104 0.477
H -2.303 4.542 -2.018 0.482
H -0.520 3.384 -2.449 0.512
H -1.703 -1.379 0.789 0.679
H -4.694 2.211 -0.799 0.707
H -6.331 -1.067 2.160 0.404
H -6.287 -1.650 0.501 0.523
H -8.522 -0.194 1.967 0.364
H -8.631 -1.514 0.799 0.390
H -9.376 0.451 -0.257 0.345
H -7.880 0.156 -0.864 0.373
H -8.670 2.246 1.019 0.379
H -7.780 2.378 -0.511 0.425
H -6.766 1.509 2.228 0.331
H -5.954 2.481 1.021 0.498
Cl 0.134 -0.499 4.362 -0.091
C 1.795 -1.023 4.152 0.725
Cl 1.964 -2.733 4.472 -0.070
Cl 2.883 -0.087 5.146 -0.066
C 2.167 -0.803 2.730 -0.606
N 2.494 -0.635 1.645 -0.003
```

***

C21H17ClFN5O3 | ωB97M-V/def2-TZVPD

The calculation puts the LUMO energy at -0.69 eV. The total energy is -1870.05684 a.u. As for the structure (SMILES): Cc1cc(CCC(=O)O)[nH]c1/C=C1\C(=O)Nc2ncnc(Nc3ccc(F)c(Cl)c3)c21. For the HOMO energy, the calculation gives -0.2892 hartree. The value obtained for the frontier orbital gap is 7.2 eV. The value obtained for the molar mass is 441.9 g/mol.

XYZ file:
```
48
Properties=species:S:1:pos:R:3:mulliken_charge:R:1
O -0.341 -3.069 -0.293 -0.654
O 0.208 -5.596 2.303 -0.571
F -2.520 4.713 2.618 -0.370
Cl 0.289 5.512 1.662 -0.195
N -1.739 -0.988 -3.930 -0.734
N -1.279 1.282 -3.862 -0.745
O 1.770 -4.130 1.531 -0.440
C -0.788 -2.072 -0.834 0.376
C 1.048 -4.753 2.507 0.450
C 0.517 -0.737 4.084 -1.424
C 0.165 -0.533 1.855 -0.330
C 0.435 0.208 2.968 1.167
C 0.282 -2.009 3.595 0.518
C -0.070 0.004 0.505 -0.244
C -0.561 -0.658 -0.620 0.782
C -1.663 0.202 -4.494 -0.476
C -1.390 -1.056 -2.680 -0.354
C -1.017 1.161 -2.598 0.853
C -2.908 3.140 0.855 -0.813
C -2.455 2.541 -0.334 0.031
C -0.412 3.777 -0.217 0.181
C -2.104 4.075 1.496 0.522
C -0.830 4.390 0.984 0.154
C -0.992 -0.026 -1.902 0.197
C -1.173 2.851 -0.877 -0.850
N 0.107 -1.842 2.223 -0.071
N -1.374 -2.251 -2.048 -0.158
N -0.682 2.364 -2.070 -0.029
C 0.597 1.730 3.087 -1.171
C 1.208 -4.297 3.932 -0.509
C 0.127 -3.282 4.359 -0.829
H 1.467 -4.456 0.670 0.365
H 0.712 -0.500 5.130 0.360
H 0.114 1.053 0.425 0.294
H -1.873 0.270 -5.573 0.368
H -3.860 2.863 1.320 0.395
H -3.116 1.811 -0.815 0.462
H 0.535 4.096 -0.655 0.405
H -0.081 -2.583 1.594 0.270
H -1.220 -3.098 -2.588 0.337
H -0.583 3.021 -2.808 0.323
H 1.522 1.969 3.623 0.385
H -0.222 2.108 3.701 0.299
H 0.577 2.250 2.139 0.135
H 1.156 -5.184 4.577 0.354
H 2.199 -3.784 4.048 0.353
H -0.891 -3.669 4.243 0.343
H 0.283 -3.012 5.425 0.286
```

***

C27H34MoN8O5S2 | ωB97M-V/def2-TZVPD

Its charge is +2. The calculation puts the LUMO energy (alpha / beta) at -5.34 / -6.49 eV. The total energy is -2727.83702 a.u. As for the spin multiplicity: 3. The expectation value of S² is 2.01. For the HOMO energy (alpha / beta), the calculation gives -0.4731 / -0.4732 hartree. The value obtained for the frontier orbital gap (alpha / beta) is 7.5 / 6.4 eV. The value obtained for the molar mass is 710.7 g/mol.

XYZ file:
```
77
Properties=species:S:1:pos:R:3:mulliken_charge:R:1
Mo -1.438 -0.401 0.274 -0.325
C 0.228 -2.701 1.827 -1.125
C 0.270 -1.461 2.683 -0.624
N -0.986 -0.705 2.447 0.144
C -2.176 -1.213 3.190 -0.375
C -2.920 -2.370 2.533 -0.870
S -3.123 -2.256 0.711 -0.010
C -2.207 -3.725 0.140 -0.694
C -0.782 -3.403 -0.306 -0.807
N -0.192 -2.288 0.468 0.427
H -0.477 -3.435 2.212 0.472
H 1.208 -3.178 1.777 0.442
H 1.101 -0.826 2.373 0.339
H 0.387 -1.696 3.742 0.529
H -0.838 0.243 2.792 0.238
H -2.851 -0.371 3.306 0.057
H -1.867 -1.525 4.191 0.560
H -3.923 -2.416 2.955 0.654
H -2.455 -3.332 2.731 0.469
H -2.776 -4.138 -0.691 0.508
H -2.253 -4.458 0.945 0.470
H -0.767 -3.110 -1.352 0.306
H -0.154 -4.292 -0.204 0.541
H 0.656 -2.000 -0.039 0.014
C -4.857 1.367 -0.667 -1.029
C -3.772 1.038 -1.627 0.131
N -2.616 0.406 -1.416 0.558
C -1.977 0.333 -2.630 -0.518
C -2.725 0.933 -3.588 0.088
N -3.848 1.357 -2.932 -0.064
C -2.577 1.194 -5.050 0.535
O -1.470 0.765 -5.624 -0.513
O -3.461 1.771 -5.618 -0.555
C -0.684 -0.351 -2.645 1.063
O -0.002 -0.494 -3.635 -0.835
O -0.376 -0.790 -1.447 -0.217
H -5.039 0.536 0.008 0.171
H -5.771 1.590 -1.214 0.499
H -4.591 2.239 -0.069 0.160
H -4.607 1.835 -3.404 0.275
H -0.857 0.319 -4.995 0.392
O -2.738 0.742 1.185 0.095
C -2.605 1.827 1.972 0.547
C -3.670 2.134 2.824 -0.116
C -3.603 3.224 3.669 -0.680
C -2.466 4.026 3.690 -0.962
C -1.415 3.734 2.848 -1.237
C -1.465 2.644 1.967 0.202
C -0.365 2.401 1.041 0.231
N -0.124 1.282 0.351 1.068
C 1.032 1.489 -0.391 -0.844
C 1.478 2.738 -0.145 -1.120
N 0.591 3.295 0.750 -0.063
H -4.548 1.501 2.798 0.552
H -4.437 3.449 4.320 0.475
H -2.403 4.871 4.362 0.445
H -0.529 4.355 2.892 0.438
H 1.460 0.710 -0.993 0.682
H 2.338 3.272 -0.505 0.502
H 0.633 4.237 1.103 0.223
C 6.992 -2.824 -2.221 -1.393
C 6.222 -1.652 -1.718 0.792
C 6.564 -0.343 -1.892 -0.794
C 5.708 0.643 -1.370 0.929
N 4.596 0.352 -0.707 -0.336
C 4.268 -0.931 -0.516 -0.188
S 2.907 -1.412 0.366 -0.452
N 5.078 -1.904 -1.038 0.025
C 6.017 2.090 -1.567 -1.272
H 7.954 -2.509 -2.615 0.357
H 6.438 -3.322 -3.018 0.339
H 7.161 -3.545 -1.420 0.389
H 7.468 -0.077 -2.418 0.396
H 4.791 -2.859 -0.866 0.256
H 7.079 2.258 -1.736 0.419
H 5.680 2.663 -0.707 0.338
H 5.477 2.449 -2.447 0.276
```